Record 1
A molecular structure, C4H4BrN in a non-equilibrium geometry. Source: OMol25; level of theory: ωB97M-V with the def2-TZVPD basis set.

molecular weight: 145.99 g mol⁻¹
Kohn-Sham gap: 8.6115 eV
calculated total energy: -75740.60543 eV
E_HOMO: -9.2 eV

Structure (ORCA input):
```
! RIJCOSX wB97M-V def2-TZVPD def2/J DEFGRID3
* xyz 0 1
C 0.3498 1.5011 -0.1333
C 0.1345 0.1887 0.0178
C -1.3200 0.5636 0.0343
C 0.8284 -1.1176 0.1045
N -1.1886 1.8098 0.0223
Br -3.1621 -0.7894 -0.0482
H 1.2273 2.1149 -0.1027
H 0.3750 -1.9700 0.7333
H 1.9187 -0.8439 0.3170
H 0.8368 -1.4571 -0.9450
*
```

=====

Record 2
A molecular structure, C4H4BrN2O2S in a non-equilibrium geometry. Source: OMol25; level of theory: ωB97M-V with the def2-TZVPD basis set.

molecular weight: 224.06 g mol⁻¹
Kohn-Sham gap (spin up / spin down): 4.6984 / 4.6978 eV
calculated total energy: -92165.53243 eV
E_HOMO (spin up / spin down): -4.9 / -4.9 eV

Structure (ORCA input):
```
! RIJCOSX wB97M-V def2-TZVPD def2/J DEFGRID3
* xyz -1 1
C -1.6517 -0.8902 -0.1895
C -1.8934 0.5093 -0.0487
C 3.2244 0.1260 0.1463
C 0.7242 0.1353 -0.3245
N -0.4965 -1.3748 -0.3335
N 1.6869 0.0619 0.5610
O 3.9143 0.1157 1.1361
O 3.3600 0.1970 -1.0486
S -0.5516 1.4995 -0.1391
Br -5.5086 0.0299 0.1108
H -2.5253 -1.5379 -0.1591
H -2.8732 0.9382 0.0850
H 1.0843 0.1150 -1.3502
H 1.5061 0.0752 1.5540
*
```

=====

Record 3
2 unconnected molecules or ions with the total composition C4H4BrNO2S in a non-equilibrium geometry. Source: OMol25; level of theory: ωB97M-V with the def2-TZVPD basis set.

molecular weight: 210.05 g mol⁻¹
Kohn-Sham gap (spin up / spin down): 8.1763 / 4.6411 eV
calculated total energy: -90669.80606 eV
E_HOMO (spin up / spin down): -10.3 / -8.1 eV

Structure (ORCA input):
```
! RIJCOSX wB97M-V def2-TZVPD def2/J DEFGRID3
* xyz 0 1
C -0.3733 0.2905 -0.4124
C -0.0669 -0.1951 -1.6010
C 0.5322 -0.2487 0.6703
C 1.4229 -1.2356 0.0350
N 2.5114 -1.9617 0.5917
O 2.7124 -1.7669 1.7760
O 3.1132 -2.7468 -0.0998
S 1.1551 -1.4859 -1.6233
Br 3.5223 1.2067 -0.2605
H -1.0491 1.1003 -0.1335
H -0.4687 0.1596 -2.5076
H 0.9795 0.7824 0.9427
H 0.2100 -0.6837 1.5628
*
```

=====

Record 4
A molecular structure, C4H4BrP in a non-equilibrium geometry. Source: OMol25; level of theory: ωB97M-V with the def2-TZVPD basis set.

molecular weight: 162.95 g mol⁻¹
Kohn-Sham gap: 8.7592 eV
calculated total energy: -83542.26032 eV
E_HOMO: -8.9 eV

Structure (ORCA input):
```
! RIJCOSX wB97M-V def2-TZVPD def2/J DEFGRID3
* xyz 0 1
C -0.5891 -0.5275 0.0417
C 0.3932 0.4741 0.4214
C -0.5874 -0.9924 -1.1893
C 1.2595 0.9313 -0.4903
P 1.1962 0.1914 -2.1510
Br -0.0643 1.7078 -3.1394
H -1.3056 -0.8504 0.7876
H 0.3917 0.8453 1.4373
H -1.1806 -1.6837 -1.7422
H 2.0165 1.6706 -0.2710
*
```

=====

Record 5
A molecular structure, C4H4CaO2 in a non-equilibrium geometry. Source: OMol25; level of theory: ωB97M-V with the def2-TZVPD basis set.

molecular weight: 124.15 g mol⁻¹
Kohn-Sham gap (spin up / spin down): 2.6866 / 5.1504 eV
⟨S²⟩: 0.78
calculated total energy: -26736.37748 eV
E_HOMO (spin up / spin down): -9.0 / -11.6 eV

Structure (ORCA input):
```
! RIJCOSX wB97M-V def2-TZVPD def2/J DEFGRID3
* xyz 1 2
H -2.6304 -0.1033 0.9872
O -4.4445 0.6601 -0.2273
C -3.6059 0.0264 -0.8507
C -2.5346 -0.5967 -0.0448
C -2.1219 -1.8638 -0.2020
C -1.2674 -2.4615 0.8178
O -0.8988 -3.6322 0.7677
Ca 0.5223 -5.0016 1.8607
H -3.3425 0.2722 -1.8994
H -2.5090 -2.5140 -0.9911
H -0.8786 -1.7898 1.6049
*
```

=====

Record 6
A molecular structure, C4H4CdO in a non-equilibrium geometry. Source: OMol25; level of theory: ωB97M-V with the def2-TZVPD basis set.

molecular weight: 180.49 g mol⁻¹
Kohn-Sham gap (spin up / spin down): 8.6851 / 4.3295 eV
calculated total energy: -10798.66663 eV
E_HOMO (spin up / spin down): -19.6 / -17.1 eV

Structure (ORCA input):
```
! RIJCOSX wB97M-V def2-TZVPD def2/J DEFGRID3
* xyz 2 1
H 1.6423 0.8093 -0.4976
C -0.2958 -2.2722 1.2231
C -0.7428 -1.4340 0.4610
H -0.1716 -3.0010 2.0057
C -0.7312 -0.3413 -0.4583
C -0.2910 0.8643 -0.0766
O 0.8517 1.4299 -0.6052
Cd 1.0602 3.1974 -1.3863
H -0.7383 -0.5953 -1.5233
H -0.5836 1.3430 0.8576
*
```

=====

Record 7
A molecular structure, C4H4CdO2 in a non-equilibrium geometry. Source: OMol25; level of theory: ωB97M-V with the def2-TZVPD basis set.

molecular weight: 196.49 g mol⁻¹
Kohn-Sham gap (spin up / spin down): 6.7454 / 5.5427 eV
⟨S²⟩: 0.75
calculated total energy: -12867.65819 eV
E_HOMO (spin up / spin down): -2.1 / -2.1 eV

Structure (ORCA input):
```
! RIJCOSX wB97M-V def2-TZVPD def2/J DEFGRID3
* xyz -1 2
O 2.1846 0.4693 0.3558
C 1.0644 -0.2383 0.5365
H 1.0311 -0.7709 1.5055
C 0.2173 -0.6093 -0.5483
C -1.2171 -0.6979 -0.1349
C -0.9055 0.5885 0.6062
O -0.6968 1.7544 0.0739
Cd 1.2392 2.0420 -0.4789
H 0.4925 -0.4503 -1.5971
H -1.4211 -1.5075 0.5885
H -1.9886 -0.5799 -0.9072
*
```

=====

Record 8
A single C4H4Cl2F2 molecule in a non-equilibrium geometry. Source: OMol25; level of theory: ωB97M-V with the def2-TZVPD basis set.

molecular weight: 160.98 g mol⁻¹
Kohn-Sham gap: 10.5161 eV
calculated total energy: -34691.27618 eV
E_HOMO: -9.8 eV
structure (SMILES): F/C=C/[C@H](Cl)[C@H](F)Cl

Structure (ORCA input):
```
! RIJCOSX wB97M-V def2-TZVPD def2/J DEFGRID3
* xyz 0 1
F 2.4225 -0.9191 -1.4522
C 1.2026 -0.5713 -1.1026
C 0.8833 -0.6959 0.1961
C -0.5131 -0.4035 0.6229
Cl -1.6225 -1.5465 -0.2926
C -0.9548 1.1382 0.3138
F -0.5150 1.4038 -0.9060
Cl -0.3725 2.1710 1.5583
H 0.5508 -0.3338 -1.8607
H 1.5465 -0.9452 1.0475
H -0.6047 -0.5274 1.7565
H -2.0231 1.2297 0.1190
*
```

=====

Record 9
A molecular structure, C4H4Cl2FO2 in a non-equilibrium geometry. Source: OMol25; level of theory: ωB97M-V with the def2-TZVPD basis set.

molecular weight: 173.98 g mol⁻¹
Kohn-Sham gap: 7.5730 eV
calculated total energy: -36069.25116 eV
E_HOMO: -4.0 eV

Structure (ORCA input):
```
! RIJCOSX wB97M-V def2-TZVPD def2/J DEFGRID3
* xyz -1 1
C -3.5466 -0.9207 -0.2263
C -1.0985 -2.2743 -0.2317
C -0.6080 -0.9700 0.4700
C -2.5773 0.2674 0.2641
O -4.1067 -1.5001 0.6842
O -3.5047 -0.9733 -1.4473
F 0.4540 -0.4059 -0.1304
Cl -2.8968 1.0779 1.6714
Cl -2.4158 1.4772 -1.0040
H -0.2921 -2.9515 -0.2168
H -1.6079 -2.1750 -1.1312
H -1.9366 -2.6435 0.4955
H -0.4167 -0.8206 1.5407
*
```

=====

Record 10
2 unconnected molecules or ions with the total composition C4H4Cl2O in a non-equilibrium geometry. Source: OMol25; level of theory: ωB97M-V with the def2-TZVPD basis set.

molecular weight: 138.98 g mol⁻¹
Kohn-Sham gap: 9.8899 eV
calculated total energy: -31302.68153 eV
E_HOMO: -9.3 eV
structure (SMILES): C=C(Cl)Cl.C=C=O

Structure (ORCA input):
```
! RIJCOSX wB97M-V def2-TZVPD def2/J DEFGRID3
* xyz 0 1
C -0.7018 0.0958 -1.3350
C -1.6875 0.0746 -0.4990
Cl -2.1670 1.2649 0.7122
Cl -2.4443 -1.3747 -0.3038
H 0.0244 0.9055 -1.3940
H -0.3954 -0.7969 -1.9510
C 1.1604 -0.2366 1.3185
C 1.8898 0.4031 0.4925
O 2.6429 0.7314 -0.2786
H 0.6155 -0.9975 0.8882
H 1.0629 -0.0698 2.3499
*
```

=====

Record 11
A single C4H4ClF molecule in a non-equilibrium geometry. Source: OMol25; level of theory: ωB97M-V with the def2-TZVPD basis set.

molecular weight: 106.53 g mol⁻¹
Kohn-Sham gap (spin up / spin down): 7.7754 / 8.1650 eV
calculated total energy: -19448.17364 eV
E_HOMO (spin up / spin down): -8.0 / -8.5 eV
structure (SMILES): C=C/C(F)=C/Cl

Structure (ORCA input):
```
! RIJCOSX wB97M-V def2-TZVPD def2/J DEFGRID3
* xyz 0 1
C -0.9053 -1.0067 0.2213
C 0.0597 -0.0709 -0.0133
C 1.4149 -0.3674 -0.2082
F 1.8002 -1.6023 -0.3199
C 2.7406 0.7309 0.2839
Cl 4.1977 -0.0325 0.2455
H -1.9581 -0.9950 -0.0011
H -0.4060 -2.0211 0.1869
H -0.2001 1.0198 0.0399
H 2.5316 1.7760 0.0984
*
```

=====

Record 12
2 unconnected molecules or ions with the total composition C4H4ClF3 in a non-equilibrium geometry. Source: OMol25; level of theory: ωB97M-V with the def2-TZVPD basis set.

molecular weight: 144.52 g mol⁻¹
Kohn-Sham gap: 9.3637 eV
calculated total energy: -24883.85615 eV
E_HOMO: -9.3 eV

Structure (ORCA input):
```
! RIJCOSX wB97M-V def2-TZVPD def2/J DEFGRID3
* xyz 0 1
C -0.4814 0.0838 0.9264
C 0.6255 0.2280 0.2856
C 0.4317 0.4435 -2.1007
C -0.3145 1.7092 -2.3458
F 1.7274 0.4825 -2.4783
F 0.1844 2.7598 -1.6755
F -0.3221 2.0855 -3.6490
Cl -2.0169 1.4828 -1.8534
H -0.4845 -0.0086 2.0076
H -1.4513 0.0451 0.4598
H 1.6780 0.3058 0.4236
H -0.0509 -0.4732 -2.4092
*
```

=====

Record 13
A single C4H4ClFN2 molecule in a non-equilibrium geometry. Source: OMol25; level of theory: ωB97M-V with the def2-TZVPD basis set.

molecular weight: 134.54 g mol⁻¹
Kohn-Sham gap: 10.2122 eV
calculated total energy: -22431.04223 eV
E_HOMO: -9.8 eV
structure (SMILES): [H]/N=C(/N)C#C[C@@H](F)Cl

Structure (ORCA input):
```
! RIJCOSX wB97M-V def2-TZVPD def2/J DEFGRID3
* xyz 0 1
H 2.7157 1.8630 -0.2766
N 3.2420 1.0025 -0.2666
C 2.4527 0.0199 -0.0241
N 2.9658 -1.2597 0.1277
C 1.0305 0.1429 0.1548
C -0.1697 0.2659 0.2699
C -1.6081 0.4351 0.4505
F -2.0260 1.5691 -0.1907
Cl -2.5040 -0.9689 -0.1991
H 2.3474 -2.0259 -0.1015
H 3.9232 -1.3584 -0.1777
H -1.8702 0.4875 1.5234
*
```

=====

Record 14
A molecular structure, C4H4ClN2OS in a non-equilibrium geometry. Source: OMol25; level of theory: ωB97M-V with the def2-TZVPD basis set.

molecular weight: 163.61 g mol⁻¹
Kohn-Sham gap: 6.6455 eV
calculated total energy: -32596.87881 eV
E_HOMO: -3.5 eV

Structure (ORCA input):
```
! RIJCOSX wB97M-V def2-TZVPD def2/J DEFGRID3
* xyz -1 1
C -0.8016 1.7142 -0.0690
C -1.5362 1.5679 1.0460
C -0.3316 -0.3269 0.3597
C 1.1998 -2.0101 -0.2863
N -0.0363 0.6625 -0.4152
N 0.2710 -1.6692 0.5895
O -0.1798 -2.1840 1.6654
S -1.4198 -0.0583 1.7183
Cl 0.2059 -3.2513 -2.0182
H -0.7296 2.6011 -0.5766
H -2.2302 2.2558 1.6448
H 1.5723 -1.2977 -1.0890
H 1.9931 -2.8400 -0.0870
*
```

=====

Record 15
A single C4H4ClOP molecule in a non-equilibrium geometry. Source: OMol25; level of theory: ωB97M-V with the def2-TZVPD basis set.

molecular weight: 134.50 g mol⁻¹
Kohn-Sham gap: 8.5812 eV
calculated total energy: -28069.61444 eV
E_HOMO: -8.1 eV
structure (SMILES): O=C=C/C=C\PCl

Structure (ORCA input):
```
! RIJCOSX wB97M-V def2-TZVPD def2/J DEFGRID3
* xyz 0 1
O -3.5996 0.3675 -0.6574
C -2.5221 0.0000 -0.5451
C -1.2376 -0.1154 -0.3857
C -0.4568 0.4306 0.7062
C 0.8965 0.2031 0.7209
P 1.8256 -0.6847 -0.5367
Cl 3.6695 -0.2482 -0.0210
H -0.6958 -0.9860 -0.7948
H -0.9383 0.8443 1.6002
H 1.4070 0.1689 1.6525
H 1.6516 0.0199 -1.7391
*
```

=====

Record 16
A molecular structure, C4H4CsMgO5 in a non-equilibrium geometry. Source: OMol25; level of theory: ωB97M-V with the def2-TZVPD basis set.

molecular weight: 289.28 g mol⁻¹
Kohn-Sham gap: 4.9970 eV
calculated total energy: -20434.03330 eV
E_HOMO: -10.6 eV

Structure (ORCA input):
```
! RIJCOSX wB97M-V def2-TZVPD def2/J DEFGRID3
* xyz 1 1
O -2.7367 -0.9854 -0.3540
C -2.9008 0.2074 0.2067
C -1.3442 -1.1243 -0.7336
O -3.9189 0.8456 0.1657
O -1.7170 0.7373 0.5373
C -0.6333 -0.2108 0.2401
Cs 0.8144 4.0926 -0.2659
H -1.2644 -0.8431 -1.7931
H -1.0369 -2.1691 -0.6288
H -0.4807 -0.6759 1.2268
C 2.6543 -0.1375 0.3279
O 3.0548 1.1143 0.2987
O 3.6083 -0.9743 0.2710
Mg 4.9624 0.4982 0.2577
H 0.9386 -0.3750 0.2436
*
```

=====

Record 17
A molecular structure, C4H4F12LiN2O10S4 in a non-equilibrium geometry. Source: OMol25; level of theory: ωB97M-V with the def2-TZVPD basis set.

molecular weight: 603.27 g mol⁻¹
Kohn-Sham gap: 6.2342 eV
calculated total energy: -103820.93420 eV
E_HOMO: -6.6 eV

Structure (ORCA input):
```
! RIJCOSX wB97M-V def2-TZVPD def2/J DEFGRID3
* xyz -1 1
Li -0.3849 2.3970 0.6093
C -1.2117 -6.2563 4.2640
F -2.1207 -7.1031 4.0505
F -1.6635 -5.2179 4.9895
F -0.2596 -6.8542 4.9834
S -0.3476 -5.7004 2.5249
O 0.6918 -4.7209 2.8626
O 0.2325 -6.9096 1.9911
N -1.7799 -5.0715 1.6869
S -1.2186 -4.0987 0.6835
O -0.9387 -2.7101 1.1392
O -0.1962 -4.7287 -0.1875
C -2.7823 -3.8447 -0.4260
F -2.5512 -4.1463 -1.6565
F -3.7922 -4.6483 -0.0684
F -3.1781 -2.5824 -0.3713
C 3.5859 1.8059 -1.5957
F 3.0495 1.6387 -0.3854
F 4.8548 1.4272 -1.3480
F 3.0328 1.0669 -2.4903
S 3.3936 3.6325 -2.1716
O 3.7400 4.4491 -1.0357
O 4.2151 3.8279 -3.3753
N 1.6089 3.5639 -2.3150
S 1.4948 4.1064 -3.7433
O 2.0242 5.4537 -3.9453
O 1.8214 3.1044 -4.7382
C -0.4543 4.4148 -3.8445
F -0.7696 5.2476 -2.8190
F -0.6309 5.0559 -5.0459
F -1.1224 3.2314 -3.7676
O 1.1731 3.1012 3.9616
H 2.1259 3.1519 4.0375
H 0.8593 3.1128 4.8658
O -3.7983 3.4733 0.8822
H -4.1110 4.3366 1.1528
H -4.5922 2.9938 0.6456
*
```

=====

Record 18
A single C4H4F2O molecule in a non-equilibrium geometry. Source: OMol25; level of theory: ωB97M-V with the def2-TZVPD basis set.

molecular weight: 106.07 g mol⁻¹
Kohn-Sham gap (spin up / spin down): 7.5001 / 6.9606 eV
calculated total energy: -11690.34492 eV
E_HOMO (spin up / spin down): -7.9 / -7.5 eV

Structure (ORCA input):
```
! RIJCOSX wB97M-V def2-TZVPD def2/J DEFGRID3
* xyz 0 1
C -0.2305 -0.0960 -0.0238
C 0.2272 1.2125 0.0152
C 0.8186 -1.1337 -0.0837
C -1.6425 -0.1378 0.0448
O 2.1270 -0.9479 0.2933
F -0.6535 2.2724 0.0585
F -2.3685 -1.2942 0.0012
H 1.2263 1.6751 0.3050
H 0.4113 -2.0464 -0.3050
H -2.3298 0.5442 -0.3473
H 2.4144 -0.0482 0.0416
*
```

=====

Record 19
A single C4H4F2O molecule in a non-equilibrium geometry. Source: OMol25; level of theory: ωB97M-V with the def2-TZVPD basis set.

molecular weight: 106.07 g mol⁻¹
Kohn-Sham gap: 11.0682 eV
calculated total energy: -11692.98012 eV
E_HOMO: -10.5 eV
structure (SMILES): O=C[C@@]1(F)C[C@@H]1F

Structure (ORCA input):
```
! RIJCOSX wB97M-V def2-TZVPD def2/J DEFGRID3
* xyz 0 1
O -2.4817 0.9122 0.3976
C -1.2982 0.8669 0.3743
C -0.4625 -0.2259 -0.2027
F -1.2302 -1.2657 -0.7868
C 0.8424 0.0724 -0.8233
C 0.7485 -0.6453 0.5239
F 1.1384 -1.9591 0.6005
H -0.6007 1.6047 0.8453
H 1.0934 1.1062 -0.6758
H 1.4028 -0.3684 -1.7129
H 0.8478 -0.0980 1.4597
*
```

=====

Record 20
2 unconnected molecules or ions with the total composition C4H4F3O6P in a non-equilibrium geometry. Source: OMol25; level of theory: ωB97M-V with the def2-TZVPD basis set.

molecular weight: 236.04 g mol⁻¹
Kohn-Sham gap: 6.0716 eV
calculated total energy: -33939.08879 eV
E_HOMO: 0.0 eV

Structure (ORCA input):
```
! RIJCOSX wB97M-V def2-TZVPD def2/J DEFGRID3
* xyz -2 1
C -0.2664 0.9368 -0.8064
C -2.4383 0.4117 0.0733
C 0.6795 -0.3952 1.0904
C -0.2287 1.1604 -2.2167
O 2.2913 -1.7404 2.8700
O 3.3918 0.1950 1.3722
O 0.7401 0.2107 -0.1881
O 2.5068 -2.2016 0.4258
O -0.3113 -0.3992 1.7681
O -1.3178 1.3788 -0.1011
F 0.9322 1.0219 -2.8386
F -1.3192 0.0164 -3.3350
F -0.8223 2.3217 -2.6735
P 2.4327 -0.9814 1.3239
H -3.4275 0.8197 0.6462
H -2.1021 -0.3145 0.8480
H -2.6793 0.1707 -0.9060
H 1.9387 -2.6111 2.6475
*
```